C5H14N | the ωB97M-V functional and the def2-TZVPD basis

Properties
Kohn-Sham gap (spin up / spin down): 11.735 / 8.960 eV
Max |F|: 0.0734 Eh/bohr
2S+1: 2
HOMO (spin up / spin down): -20.495 / -21.910 eV
Charge: +2

Each line ends with the natural charge from an NBO analysis.
CARTESIAN COORDINATES (ANGSTROEM)
C (0.70875, 2.18551, 1.86224)  -0.420
N (0.13483, 0.92594, 1.20591)  -0.650
H (0.04158, 2.56498, 2.65243)  0.274
H (1.69372, 1.90670, 2.27885)  0.256
H (0.88659, 2.89686, 1.06637)  0.251
H (-0.78898, 0.96496, 0.97782)  0.425
H (0.25210, 0.13491, 1.80701)  0.438
H (0.62075, 0.67194, 0.35095)  0.423
C (-2.04435, -0.45540, -1.77626)  -0.709
C (-0.59350, -0.69594, -1.49446)  0.107
C (-0.03551, -1.50864, -0.55726)  0.084
C (1.44817, -1.53990, -0.25001)  -0.708
H (-2.67381, -1.22205, -1.30326)  0.272
H (-2.32982, 0.51272, -1.35211)  0.301
H (-2.20640, -0.44084, -2.86521)  0.324
H (0.11235, -0.10678, -2.10887)  0.237
H (-0.66973, -2.23472, -0.01838)  0.254
H (1.89597, -0.59788, -0.60629)  0.230
H (1.55554, -1.60025, 0.82610)  0.265
H (1.99175, -2.36214, -0.69557)  0.348

---

C6H12O2 | the ωB97M-V functional and the def2-TZVPD basis

Properties
Kohn-Sham gap: 9.599 eV
SMILES: C=C(O)/C=C/CC.O
Max |F|: 0.0294 Eh/bohr
HOMO: -8.864 eV
Charge: 0

Each line ends with the natural charge from an NBO analysis.
CARTESIAN COORDINATES (ANGSTROEM)
C (1.85210, -0.99217, -1.93569)  -0.500
C (1.28915, -1.29115, -0.77688)  0.284
O (2.08685, -1.34648, 0.35225)  -0.703
C (-0.17536, -1.33301, -0.48208)  -0.279
C (-0.75751, -0.33673, 0.18212)  -0.130
C (-2.22798, -0.22297, 0.43704)  -0.452
C (-2.51553, 0.75280, 1.56067)  -0.610
H (2.88029, -0.76930, -2.17199)  0.217
H (1.21710, -1.05858, -2.81489)  0.202
H (1.71586, -1.92462, 1.04389)  0.483
H (-0.63314, -2.25299, -0.83422)  0.214
H (-0.13756, 0.45340, 0.59122)  0.204
H (-2.67201, 0.08917, -0.51999)  0.219
H (-2.72847, -1.17110, 0.61850)  0.215
H (-2.43350, 1.81424, 1.30912)  0.209
H (-3.58115, 0.71703, 1.81585)  0.214
H (-1.87038, 0.60887, 2.42357)  0.209
O (3.21494, 2.93364, -0.08594)  -0.930
H (2.96966, 1.99955, -0.15360)  0.470
H (2.50664, 3.33042, -0.55895)  0.461

---

C49H57CdF3N3P3S | the ωB97M-V functional and the def2-TZVPD basis

Properties
Kohn-Sham gap: 7.560 eV
Max |F|: 0.0847 Eh/bohr
HOMO: -7.215 eV
Charge: 0

Each line ends with the Mulliken charge.
CARTESIAN COORDINATES (ANGSTROEM)
Cd (15.17238, 10.83541, 11.07878)  2.571
C (16.72342, 10.47764, 14.24605)  -0.705
P (15.17174, 11.39210, 14.09349)  0.644
C (15.49683, 12.90636, 15.00500)  0.375
C (16.71310, 13.54546, 14.83114)  -0.242
C (16.94123, 14.75004, 15.44371)  -0.773
C (15.94208, 15.41494, 16.10807)  -0.623
C (14.66887, 14.79919, 16.25904)  -0.629
C (14.43810, 13.46668, 15.69514)  -0.818
C (14.09870, 10.42153, 15.15747)  0.622
C (14.49714, 9.86546, 16.40393)  -0.632
C (13.65014, 9.15108, 17.23776)  -0.722
C (12.28289, 9.03513, 16.89587)  -0.790
C (11.96132, 9.50674, 15.69578)  -0.335
C (12.76493, 10.21468, 14.81547)  -0.075
C (17.69172, 10.73170, 13.05038)  -0.545
C (19.08058, 10.89347, 13.22310)  -0.640
C (19.56045, 11.02897, 11.89717)  -1.737
C (18.48596, 10.92022, 10.98157)  0.047
C (18.51785, 11.00699, 9.47743)  -1.443
P (17.10310, 11.35808, 8.31754)  -0.448
C (15.99122, 9.92144, 8.60301)  0.786
C (16.46926, 8.59454, 8.73111)  -0.402
C (15.59683, 7.54921, 8.94691)  -0.274
C (14.20852, 7.78238, 8.83026)  -0.775
C (13.70746, 9.02964, 8.52034)  0.084
C (14.60420, 10.17175, 8.41896)  -0.888
C (16.25210, 12.82376, 9.14232)  0.602
C (15.27231, 13.46482, 8.36412)  -0.571
C (14.64935, 14.59522, 8.87443)  -0.539
C (15.02689, 15.12836, 10.10287)  -0.951
C (16.02884, 14.52551, 10.81584)  -0.524
C (16.67493, 13.35489, 10.33882)  -0.343
N (17.31282, 10.77568, 11.76833)  1.764
H (16.41291, 9.40635, 14.19913)  -0.228
H (17.14126, 10.64465, 15.22360)  0.689
H (17.55499, 13.18525, 14.16956)  0.191
H (17.85791, 15.24232, 15.30489)  0.445
H (16.20351, 16.27537, 16.68791)  0.381
H (13.87430, 15.44231, 16.60927)  0.363
H (13.45132, 13.06010, 15.82972)  0.436
H (15.46572, 10.07588, 16.75465)  0.427
H (14.03987, 8.72774, 18.14741)  0.431
H (11.58579, 8.51630, 17.56245)  0.385
H (10.90149, 9.35830, 15.50882)  0.407
H (12.38103, 10.76964, 13.93243)  0.159
H (19.60916, 10.89319, 14.13335)  0.666
H (20.60067, 11.36364, 11.86594)  0.365
H (18.93954, 10.02158, 9.12377)  0.473
H (19.32449, 11.66463, 9.14340)  0.478
H (17.57004, 8.40094, 8.78785)  0.181
H (15.96067, 6.51930, 9.21947)  0.322
H (13.54801, 6.95312, 8.94290)  0.436
H (12.60995, 9.07808, 8.41066)  0.301
H (14.24234, 11.17296, 8.27359)  0.208
H (15.02905, 13.07934, 7.41055)  0.567
H (13.91951, 15.13547, 8.31666)  0.432
H (14.49149, 15.96334, 10.43777)  0.486
H (16.33749, 14.92760, 11.77643)  0.422
H (17.39859, 12.89794, 10.90748)  0.661
F (12.48502, 11.64929, 9.75371)  -0.222
C (13.13839, 11.70842, 10.94013)  -0.560
F (12.34415, 10.85832, 11.73180)  -0.230
F (12.86592, 12.93569, 11.33951)  -0.199
S (14.48751, 8.36210, 12.30134)  -0.007
C (15.79937, 7.37191, 12.71516)  -0.015
N (15.57896, 6.12871, 13.21197)  -0.062
C (16.68062, 5.31091, 13.76960)  -0.728
C (17.74066, 6.24711, 14.32070)  -0.670
C (18.24934, 7.17875, 13.18542)  -0.252
N (17.05853, 7.79822, 12.56430)  0.465
H (14.59211, 5.90484, 13.41204)  0.300
H (17.12823, 4.67822, 12.99815)  0.259
H (16.28893, 4.65280, 14.56778)  0.414
H (18.52808, 5.63603, 14.72813)  0.423
H (17.30169, 6.86535, 15.13850)  0.236
H (18.87787, 6.56194, 12.46362)  0.360
H (18.80686, 8.01344, 13.63690)  0.168
H (17.07454, 8.73520, 12.27837)  -0.817
C (8.84638, 11.64600, 9.51118)  -1.601
C (8.11873, 10.89421, 10.72778)  2.089
C (8.70766, 11.47353, 12.03814)  -2.045
C (6.66936, 11.30027, 10.65033)  -1.608
P (8.60669, 9.08872, 10.63452)  0.111
C (7.85609, 8.58948, 9.02617)  0.324
C (6.50747, 8.41894, 8.67635)  -0.027
C (6.17721, 7.97744, 7.41800)  -0.709
C (7.14627, 7.79184, 6.48886)  -0.524
C (8.46519, 8.05212, 6.75120)  -0.675
C (8.79283, 8.44737, 8.04214)  -0.256
C (7.66739, 8.07754, 11.85658)  1.641
C (6.17986, 8.44868, 12.25348)  -1.655
C (7.65671, 6.54142, 11.38018)  -1.749
C (8.45752, 8.01179, 13.19697)  -1.800
H (8.82969, 12.71386, 9.75378)  0.541
H (8.45942, 11.53277, 8.43949)  0.239
H (9.91484, 11.28870, 9.46221)  0.174
H (8.60947, 12.52518, 12.19611)  0.474
H (9.75554, 11.24743, 12.11328)  0.388
H (8.10439, 11.00893, 12.81900)  0.347
H (6.57980, 12.39661, 10.43047)  0.454
H (6.12254, 11.13460, 11.59040)  0.321
H (6.12554, 10.75100, 9.93979)  0.292
H (5.76277, 8.47313, 9.43034)  0.060
H (5.13507, 7.74871, 7.17816)  0.399
H (6.80152, 7.39160, 5.55780)  0.361
H (9.18489, 7.88894, 5.97583)  0.463
H (9.86480, 8.59272, 8.24867)  0.397
H (5.47416, 8.51469, 11.45402)  0.204
H (6.18842, 9.37642, 12.81604)  0.371
H (5.86894, 7.69189, 12.99672)  0.479
H (7.05263, 6.31667, 10.50218)  0.364
H (7.37641, 5.95048, 12.23646)  0.487
H (8.64976, 6.20953, 10.99785)  0.373
H (8.26519, 9.01429, 13.71004)  0.287
H (9.55051, 7.93612, 13.09333)  0.392
H (8.04518, 7.25158, 13.80504)  0.601